Entry from OMol25: a structure of composition C22H22Cl2F6N6O (wB97M-V/def2-TZVPD).

XYZ file:
```
59
Properties=species:S:1:pos:R:3
O 3.99 -2.79 0.02
C 3.14 -2.15 0.60
N 2.60 -0.93 0.32
C 1.76 -0.26 1.08
H 0.90 -0.84 0.89
C 1.73 1.11 0.65
N 1.40 1.13 -0.65
C 0.48 2.09 -1.33
N 0.37 3.09 -0.43
C -0.17 4.34 -0.78
C -0.87 4.45 -1.88
C -0.74 3.30 -2.91
C 0.07 2.26 -2.71
Cl -0.24 0.99 -3.61
H -1.13 3.48 -3.99
C -1.24 5.82 -2.29
F -0.34 6.63 -3.22
F -2.37 5.68 -3.07
F -1.79 6.64 -1.42
H -0.26 5.09 0.16
C 1.80 -0.02 -1.64
H 2.08 0.43 -2.35
H 1.02 -0.75 -1.63
C 3.10 -0.43 -0.72
H 3.31 -1.39 -1.64
H 3.75 0.41 -0.82
H 2.73 1.70 0.65
H 0.69 1.65 1.21
H 2.16 -0.26 2.30
C 2.62 -2.85 1.95
N 1.02 -3.06 1.72
C 0.35 -3.23 2.83
H 0.48 -2.22 3.55
C -1.01 -3.25 2.44
N -1.20 -2.77 1.14
C -1.84 -1.49 0.84
N -1.86 -1.46 -0.73
C -2.24 -0.17 -0.90
C -2.74 0.77 -0.33
C -2.54 0.67 1.19
C -1.84 -0.24 1.63
Cl -1.51 -0.30 3.54
H -2.64 1.52 1.68
C -3.25 1.95 -0.98
F -3.27 1.92 -2.28
F -2.97 3.26 -0.55
F -4.64 2.04 -0.81
H -2.28 -0.16 -2.28
C -0.76 -3.69 0.14
H -1.27 -4.64 0.19
C 0.69 -4.05 0.72
H 1.42 -4.07 -0.09
H 0.59 -4.95 1.07
H -0.47 -3.02 -0.73
H -1.39 -4.12 2.50
H -1.82 -2.56 3.37
H 0.66 -4.08 3.46
H 3.10 -3.93 2.16
H 2.67 -2.26 2.83
```

charge = 0
LUMO = -0.0298 hartree
gap between HOMO and LUMO = 7.710 eV

Results of the Löwdin charge analysis, in e, for atoms 1 through 4: atom 1 (O): 0.063, atom 2 (C): -0.397, atom 3 (N): -0.142, atom 4 (C): -0.210

***

Entry from OMol25: a cluster of 2 separate species, C22H22Cl2O4 in total (wB97M-V/def2-TZVPD).

XYZ file:
```
50
Properties=species:S:1:pos:R:3
Cl -7.24 3.05 -0.27
C -5.70 2.28 -0.25
C -5.61 0.90 -0.33
C -4.39 0.29 -0.43
C -3.20 1.06 -0.44
C -1.96 0.41 -0.66
C -0.73 1.04 -0.66
C 0.43 0.47 -1.12
C 1.69 1.16 -1.15
C 2.67 0.82 -2.11
C 3.81 1.57 -2.23
C 4.03 2.65 -1.39
Cl 5.40 3.65 -1.62
C 3.11 2.96 -0.40
C 1.95 2.23 -0.28
C -3.32 2.46 -0.32
C -4.55 3.06 -0.23
H -6.52 0.32 -0.35
H -4.32 -0.78 -0.53
H -1.97 -0.64 -0.88
H -0.68 2.07 -0.34
H 0.37 -0.50 -1.58
H 2.50 -0.01 -2.77
H 4.53 1.35 -3.00
H 3.31 3.77 0.27
H 1.26 2.44 0.52
H -2.44 3.07 -0.35
H -4.64 4.13 -0.17
H 0.14 -2.65 0.27
C 0.84 -2.12 0.88
C 2.18 -2.07 0.41
O 3.09 -1.52 1.03
O 2.40 -2.69 -0.79
C 3.77 -2.63 -1.10
C 4.09 -3.34 -2.40
C 0.34 -1.56 2.09
O 1.05 -0.93 2.88
O -1.00 -1.75 2.31
C -1.35 -1.20 3.56
C -2.82 -1.40 3.87
H 4.06 -1.57 -1.14
H 4.30 -3.08 -0.25
H 5.15 -3.32 -2.64
H 3.77 -4.39 -2.35
H 3.54 -2.89 -3.23
H -0.70 -1.68 4.30
H -1.07 -0.14 3.53
H -3.09 -0.99 4.85
H -3.44 -0.92 3.11
H -3.07 -2.46 3.86
```

charge = 0
LUMO = -0.1042 hartree
gap between HOMO and LUMO = 3.930 eV

Results of the Löwdin charge analysis, in e, for atoms 1 through 4: atom 1 (Cl): 0.713, atom 2 (C): -0.661, atom 3 (C): -0.092, atom 4 (C): -0.008

***

Entry from OMol25: a cluster of 3 separate species, C22H22ClF16N3O2 in total (wB97M-V/def2-TZVPD).

XYZ file:
```
66
Properties=species:S:1:pos:R:3
F -0.50 4.77 -4.06
C -1.59 5.27 -3.44
F -1.49 4.89 -2.15
C -2.91 4.78 -4.04
F -3.09 3.45 -3.81
F -3.92 5.41 -3.38
C -3.11 5.05 -5.55
O -2.74 4.02 -6.47
C -1.36 3.91 -6.79
F -0.74 5.06 -6.44
F -1.30 3.87 -8.15
C -0.70 2.65 -6.21
F -0.92 2.51 -4.89
F 0.65 2.69 -6.39
H -1.53 6.36 -3.48
H -4.19 5.16 -5.69
H -2.69 6.02 -5.85
H -1.08 1.75 -6.71
F 6.52 -2.78 4.50
C 5.67 -1.97 3.84
F 5.88 -0.72 4.33
C 4.20 -2.36 4.02
F 3.77 -2.16 5.29
F 3.45 -1.52 3.24
C 3.83 -3.80 3.60
O 3.82 -4.81 4.62
C 5.07 -5.37 4.97
F 5.97 -5.07 4.01
F 4.91 -6.71 4.93
C 5.54 -4.96 6.38
F 5.51 -3.62 6.57
F 6.82 -5.35 6.60
H 5.94 -1.97 2.79
H 2.78 -3.76 3.27
H 4.38 -4.13 2.71
H 4.91 -5.42 7.14
N -3.56 0.48 2.64
C -4.07 1.27 1.46
C -3.94 0.28 0.16
C -3.28 0.98 -1.14
C -1.70 1.32 -1.01
C -0.84 0.27 -0.12
C 0.14 0.89 1.01
Cl 0.30 2.71 1.35
C 1.06 -0.07 1.91
C 0.96 -1.61 1.64
C -0.02 -2.30 0.55
N 0.01 -3.76 0.48
C -0.94 -4.19 -0.53
C -1.84 -3.26 -1.45
N -1.81 -1.81 -1.36
C -0.90 -1.33 -0.33
H -3.40 1.18 3.39
H -4.37 -0.11 2.95
H -3.53 2.27 1.27
H -5.19 1.53 1.68
H -3.47 -0.75 0.44
H -5.05 0.03 -0.14
H -3.43 0.24 -2.03
H -3.84 1.96 -1.45
H -1.26 1.26 -2.09
H -1.60 2.42 -0.69
H 1.78 0.33 2.72
H 1.64 -2.32 2.27
H -1.05 -5.34 -0.68
H -2.56 -3.74 -2.22
```

SMILES = FC(F)C(F)(F)COC(F)(F)C(F)F.FC(F)C(F)(F)COC(F)(F)C(F)F.NCCCCc1c(Cl)ccc2nccnc12
charge = 0
LUMO = -0.0376 hartree
gap between HOMO and LUMO = 7.217 eV

Results of the Löwdin charge analysis, in e, for atoms 1 through 4: atom 1 (F): 0.093, atom 2 (C): -0.296, atom 3 (F): 0.089, atom 4 (C): -0.428

***

Entry from OMol25: an isolated molecule of C22H22ClN3O2S (wB97M-V/def2-TZVPD).

XYZ file:
```
51
Properties=species:S:1:pos:R:3
O -1.39 -2.04 2.80
C -1.21 -1.23 1.91
N -0.48 -0.10 2.07
C 0.39 0.08 3.21
C 1.83 -0.30 2.82
N 2.20 0.40 1.59
C 3.21 -0.31 0.82
C 3.40 0.43 -0.51
O 3.80 1.76 -0.31
C 2.86 2.45 0.48
C 2.65 1.76 1.83
C -1.81 -1.38 0.54
C -1.03 -1.15 -0.57
C -1.59 -1.36 -1.84
S -0.60 -1.16 -3.30
C 0.17 0.41 -3.01
C -0.45 1.41 -2.28
C 0.17 2.64 -2.14
C 1.39 2.89 -2.74
C 2.00 1.89 -3.48
Cl 3.52 2.18 -4.23
C 1.40 0.65 -3.61
N -2.81 -1.78 -2.04
C -3.60 -2.01 -0.97
C -4.92 -2.46 -1.21
C -5.75 -2.70 -0.15
C -5.31 -2.52 1.17
C -4.04 -2.08 1.42
C -3.15 -1.82 0.37
H -0.24 0.44 1.26
H 0.33 1.12 3.54
H 0.04 -0.58 4.01
H 2.51 -0.08 3.65
H 1.85 -1.37 2.62
H 2.86 -1.32 0.62
H 4.18 -0.36 1.35
H 4.19 -0.04 -1.11
H 2.46 0.41 -1.08
H 3.26 3.46 0.62
H 1.90 2.50 -0.05
H 1.90 2.30 2.40
H 3.60 1.77 2.40
H 0.01 -0.86 -0.48
H -1.42 1.24 -1.83
H -0.32 3.43 -1.58
H 1.87 3.85 -2.65
H 1.87 -0.13 -4.19
H -5.23 -2.60 -2.23
H -6.76 -3.05 -0.33
H -5.99 -2.72 1.98
H -3.70 -1.95 2.44
```

energy above the lowest of the compared OMol25 structures with the same formula, charge and spin = 0.000 eV
SMILES = O=C(NCCN1CCOCC1)c1cc(Sc2cccc(Cl)c2)nc2ccccc12
charge = 0
LUMO = -0.0073 hartree
gap between HOMO and LUMO = 8.217 eV

Results of the Löwdin charge analysis, in e, for atoms 1 through 4: atom 1 (O): 0.077, atom 2 (C): -0.444, atom 3 (N): 0.077, atom 4 (C): -0.152